# 1
The following is a quantum chemistry calculation of C49H57BrF5NNbO19 as an isolated structure, from the Open Molecules 2025 dataset.

```
133
C49H57BrF5NNbO19, DFT the ωB97M-V functional and the def2-TZVPD basis
C -5.90580 -3.20796 0.14596
C -5.25158 -2.79493 -1.21742
O -4.47245 -1.59727 -1.11194
C -4.33323 -1.06796 -2.46048
Nb -2.41071 0.19443 -2.74176
C -3.17817 1.88946 -1.43038
C -2.54879 3.28034 -1.92242
C -1.74451 4.03719 -0.81614
C -0.23988 3.53591 -0.72828
C 0.78948 4.69948 -0.48936
C 2.03164 4.50208 -1.45292
C 3.13112 5.58462 -1.13957
C 4.57953 4.95293 -1.22371
C 5.55650 6.15728 -1.56035
O 6.86130 5.99205 -1.01046
C 7.76593 5.41773 -1.95518
C -1.54680 -1.27171 -4.27851
C -0.05323 -0.92299 -4.69089
C 1.00336 -1.60919 -3.77526
C 2.42201 -1.70565 -4.36768
F 2.46862 -2.40457 -5.54720
F 3.16990 -2.47459 -3.47670
C 3.19564 -0.35211 -4.49579
F 4.25549 -0.54640 -5.34731
F 3.74902 0.04267 -3.32770
F 2.47988 0.65291 -5.01463
C -3.51315 1.20335 -4.49401
C -2.65959 2.13754 -5.35936
O -1.50891 2.32291 -5.29323
Br -3.65130 3.12612 -6.80606
C -1.55056 -0.96863 -0.98928
C -1.45236 -2.43167 -0.96683
C -0.93260 -3.02566 0.20611
N -0.50917 -2.45767 1.33306
C -0.54752 -1.11431 1.35091
C -1.05020 -0.38757 0.23875
H -6.99660 -3.37730 -0.03022
H -5.52339 -4.18338 0.52623
H -5.77861 -2.40013 0.89354
H -6.07282 -2.63165 -1.94542
H -4.61372 -3.63177 -1.57866
H -4.38013 -1.91802 -3.18804
H -5.21558 -0.38239 -2.62314
H -0.89238 1.18204 -2.96733
H -2.99190 1.72683 -0.34720
H -4.27275 1.98295 -1.63827
H -3.35561 3.98014 -2.26281
H -1.86906 3.15692 -2.79103
H -2.25703 4.04292 0.16964
H -1.67148 5.11110 -1.13150
H -0.17647 2.85942 0.15087
H -0.01466 3.00797 -1.67827
H 1.19660 4.67689 0.54989
H 0.36843 5.71830 -0.64249
H 2.45688 3.49106 -1.27303
H 1.68459 4.59936 -2.50637
H 3.09867 6.38124 -1.92023
H 3.00501 6.07351 -0.15089
H 4.88152 4.48767 -0.24980
H 4.65591 4.22067 -2.05743
H 5.56921 6.25134 -2.67465
H 5.08425 7.06379 -1.11117
H 7.65235 5.85090 -2.97696
H 7.64357 4.30988 -1.97707
H 8.79171 5.67155 -1.59887
H -2.13589 -1.20002 -5.22947
H -1.60130 -2.33939 -3.95746
H 0.08775 -1.26572 -5.74604
H 0.08963 0.17410 -4.69245
H 0.66151 -2.66428 -3.62882
H 1.08007 -1.17716 -2.75263
H -4.33852 1.79450 -4.02591
H -4.01680 0.39776 -5.08101
H -1.77465 -3.02180 -1.84309
H -0.89549 -4.13790 0.19758
H -0.17923 -0.60127 2.26164
H -1.06278 0.71750 0.32011
C 3.85757 0.49854 0.83163
C 3.41822 -0.63874 1.37969
C 3.63331 -0.94025 2.83089
O 3.20126 -1.97745 3.29464
C 4.37021 0.03836 3.63341
C 4.80982 1.17296 3.07976
C 4.56595 1.48293 1.63779
O 4.96024 2.53760 1.17633
O 5.48938 2.09282 3.78812
O 2.76550 -1.55426 0.65976
H 3.70450 0.73034 -0.21383
H 4.53582 -0.19871 4.67587
H 5.68810 2.81274 3.15789
H 2.54825 -2.27201 1.28674
C -3.21899 -5.22459 4.68820
C -3.68104 -4.91241 5.90184
C -3.05576 -3.83031 6.72494
O -3.52797 -3.57194 7.82000
C -1.89945 -3.13176 6.17727
C -1.43098 -3.44378 4.96054
C -2.07208 -4.50886 4.12820
O -1.61808 -4.74109 3.02996
O -0.37426 -2.82008 4.43090
O -4.73099 -5.55264 6.44692
H -3.66308 -6.00342 4.08379
H -1.44791 -2.36330 6.78893
H -0.23984 -3.21824 3.53983
H -4.86229 -5.13856 7.32119
C 8.05033 3.53135 7.96170
C 7.81143 3.76957 9.25493
C 6.52901 3.35290 9.90478
O 6.36653 3.57584 11.09121
C 5.52109 2.69685 9.07731
C 5.75850 2.46153 7.78150
C 7.05010 2.85250 7.13963
O 7.21913 2.59667 5.96483
O 4.85499 1.86579 6.99257
O 8.70806 4.39246 10.03699
H 8.97340 3.82491 7.48128
H 4.59189 2.41696 9.55377
H 5.27004 1.81648 6.10585
H 8.29578 4.43877 10.92094
C -8.73450 -5.31278 -5.55297
C -7.90290 -4.48367 -4.91132
C -6.74536 -4.99852 -4.11540
O -6.00753 -4.20489 -3.56569
C -6.55817 -6.44586 -4.03195
C -7.39150 -7.27266 -4.67059
C -8.53273 -6.75676 -5.48850
O -9.25402 -7.55048 -6.06692
O -7.24723 -8.60681 -4.61146
O -8.06338 -3.15446 -4.94981
H -9.57306 -4.95343 -6.13307
H -5.72860 -6.80642 -3.43955
H -7.97087 -8.97193 -5.15567
H -7.33558 -2.78408 -4.41130
```

Calculated values
HOMO-LUMO gap	0.18373	hartree
LUMO	-0.4	eV
net charge	-1
molecular weight	1231.8	g mol⁻¹

# 2
The following is a quantum chemistry calculation of a 6-piece molecular cluster, C49H57BrFN7O17PS overall, from the Open Molecules 2025 dataset.

```
134
C49H57BrFN7O17PS, DFT the ωB97M-V functional and the def2-TZVPD basis
C -1.03017 -0.55656 0.25333
N -0.89949 -2.01845 0.47859
C -1.92197 -2.84910 -0.17885
C -1.33818 -3.79658 -1.21076
C -0.42741 -4.72975 -0.74969
C -0.08023 -4.77617 0.71788
O -0.88349 -5.07206 1.52629
O 1.19632 -4.44775 0.92855
Br 1.90999 -5.10365 2.48559
C 0.16584 -5.64705 -1.64238
P 1.38833 -6.84335 -0.88575
O 2.77061 -6.37554 -1.05991
C -0.20652 -5.61076 -2.97367
S 0.53436 -6.71032 -4.17033
O 1.62493 -7.39988 -3.60942
O -0.46356 -7.43998 -4.85268
F 1.10017 -5.65027 -5.13996
N -1.14974 -4.70753 -3.41351
C -1.62947 -4.66085 -4.81936
C -3.08792 -5.18125 -4.98050
C -3.22166 -6.63516 -5.42703
C -4.52777 -6.94390 -6.14000
C -4.46620 -8.38773 -6.69810
C -3.94954 -8.46307 -8.15449
C -2.56877 -9.11872 -8.31436
C -1.46299 -8.13513 -8.57407
O -0.28114 -8.82107 -8.96306
C 0.84772 -7.97752 -8.94330
C -1.68573 -3.80297 -2.57349
C -2.64446 -2.75304 -3.03913
C -1.87489 -1.38209 -3.04989
O -0.46813 -1.61534 -3.07352
H -2.01872 -0.24882 -0.06402
H -0.84695 -0.08020 1.21627
H -0.24027 -0.22423 -0.40307
H 0.02155 -2.30689 0.18166
H -2.33910 -3.50951 0.58287
H -2.74384 -2.24413 -0.53300
H 1.09305 -8.09440 -1.43858
H 1.06068 -6.93599 0.47864
H -1.00564 -5.21328 -5.50415
H -1.62899 -3.63928 -5.17197
H -3.56054 -4.54601 -5.72966
H -3.62009 -4.99941 -4.04778
H -3.11666 -7.27632 -4.55282
H -2.39350 -6.87723 -6.08509
H -5.38541 -6.81830 -5.48369
H -4.63270 -6.25734 -6.98084
H -3.73925 -8.90944 -6.07555
H -5.41730 -8.88960 -6.55365
H -4.66171 -9.06558 -8.71141
H -3.98589 -7.47069 -8.60235
H -2.62154 -9.75004 -9.20055
H -2.34765 -9.78760 -7.48647
H -1.74997 -7.45051 -9.38018
H -1.21899 -7.51716 -7.70121
H 1.46683 -8.19045 -9.81099
H 0.58156 -6.92007 -9.00059
H 1.45664 -8.13443 -8.04949
H -3.48077 -2.72740 -2.34933
H -3.06766 -2.90860 -4.01898
H -2.14696 -0.85523 -3.96103
H -2.14951 -0.76887 -2.20575
H -0.21546 -1.72939 -3.99431
C 3.57417 3.96699 -1.50071
C 2.48369 4.77427 -1.20590
C 1.19879 4.26617 -1.29531
C 1.02877 2.94747 -1.67840
C 2.10317 2.12924 -1.98207
C 3.38378 2.64752 -1.89187
N -0.32697 2.39717 -1.75348
O -1.26016 3.12914 -1.50127
O -0.44897 1.21955 -2.05731
H 4.57514 4.36966 -1.42235
H 2.63953 5.80104 -0.90289
H 0.34896 4.89145 -1.06566
H 1.95040 1.10336 -2.28327
H 4.23465 2.02186 -2.12311
C 2.87280 5.90321 5.41545
C 4.00839 5.44164 4.76384
C 4.24446 5.79596 3.44586
C 3.33390 6.61440 2.80087
C 2.19435 7.07903 3.43263
C 1.96564 6.71735 4.75030
N 3.59034 7.00883 1.41037
O 4.58864 6.56980 0.87066
O 2.79082 7.74815 0.86940
H 2.69697 5.62829 6.44710
H 4.70741 4.80953 5.28577
H 5.12672 5.43997 2.93526
H 1.49388 7.71572 2.91303
H 1.08551 7.07264 5.26201
C -6.05678 1.10587 3.08716
C -5.56314 0.28687 4.09435
C -4.20503 0.26466 4.36868
C -3.36148 1.07064 3.62727
C -3.83302 1.88814 2.61639
C -5.19225 1.90223 2.34696
N -1.92108 1.06737 3.92845
O -1.52906 0.32589 4.80443
O -1.20853 1.80750 3.27954
H -7.11863 1.12522 2.87993
H -6.23729 -0.33254 4.66943
H -3.81625 -0.36975 5.15124
H -3.15687 2.50851 2.04629
H -5.57770 2.53848 1.56223
C 10.32894 5.41107 7.46740
C 9.22603 6.20588 7.75017
C 7.94790 5.68247 7.64502
C 7.79718 4.36312 7.25942
C 8.88282 3.55798 6.96777
C 10.15696 4.09049 7.07331
N 6.44352 3.79774 7.16674
O 5.50649 4.53566 7.40835
O 6.33551 2.63051 6.85221
H 11.32597 5.82176 7.55545
H 9.36177 7.23393 8.05554
H 7.08713 6.29661 7.86369
H 8.74397 2.53107 6.66459
H 11.01688 3.47416 6.85122
C -4.58738 9.16037 5.20120
C -4.08233 8.30580 6.17236
C -2.72297 8.28268 6.43790
C -1.88970 9.12368 5.72392
C -2.37289 9.97681 4.74917
C -3.73323 9.99155 4.48842
N -0.44859 9.11917 6.01743
O -0.04597 8.34344 6.86411
O 0.25723 9.88655 5.39705
H -5.65038 9.17997 5.00031
H -4.74864 7.65901 6.72601
H -2.32526 7.62063 7.19245
H -1.70492 10.62366 4.20019
H -4.12781 10.65477 3.73137
```

Calculated values
HOMO-LUMO gap	0.22478	hartree
LUMO	-4.7	eV
net charge	+1
molecular weight	1178.0	g mol⁻¹

# 3
The following is a quantum chemistry calculation of a 7-piece molecular cluster, C49H57F4N10O11S4 overall, from the Open Molecules 2025 dataset.

```
135
C49H57F4N10O11S4, DFT the ωB97M-V functional and the def2-TZVPD basis
O 2.53533 0.21956 -0.91019
C 1.60032 0.47149 -0.04709
O 1.06914 1.56776 -0.11202
O 1.26817 -0.28271 0.89154
H 2.53045 1.10165 -1.28900
C -2.96359 -8.16775 1.39420
N -1.96903 -7.28059 0.70862
C -2.19458 -6.72432 -0.52980
C -1.20781 -5.91649 -1.13297
C -0.03947 -5.61124 -0.43116
C 0.15822 -6.24487 0.79529
C -0.79041 -7.11380 1.33629
C 1.03398 -4.70062 -1.04463
C 1.67558 -3.71762 -0.32507
C 2.74130 -2.91442 -0.85570
N 3.12781 -3.15729 -2.12128
C 2.51667 -4.09829 -2.92306
C 1.46756 -4.85941 -2.42601
C 4.30164 -2.44595 -2.65700
H -3.41728 -7.55927 2.17651
H -2.37792 -9.03473 1.69986
H -3.73515 -8.35816 0.64818
H -3.09545 -6.99891 -1.05841
H -1.42239 -5.56683 -2.13202
H 1.03022 -5.99502 1.38146
H -0.70377 -7.62653 2.28286
H 1.34512 -3.52645 0.68520
H 3.20944 -2.06133 -0.38723
H 2.81228 -4.32438 -3.93691
H 0.92075 -5.57287 -3.02467
H 4.19322 -1.36145 -2.67132
H 4.36110 -2.60820 -3.73322
H 5.19426 -2.67640 -2.07543
C -9.35549 3.20373 -4.10637
N -8.01637 3.35256 -3.43087
C -7.70490 4.57859 -2.88946
C -6.43861 4.88462 -2.46850
C -5.36306 3.98208 -2.59370
C -5.69635 2.70361 -3.17037
C -7.01404 2.45386 -3.57490
C -4.04026 4.23750 -2.08818
C -3.47815 5.53345 -2.24809
C -2.17762 5.75684 -1.69152
N -1.47160 4.81856 -1.04857
C -1.94811 3.57106 -0.99463
C -3.25905 3.20755 -1.45821
C -0.06283 5.12285 -0.70102
H -10.06466 3.84944 -3.58845
H -9.80596 2.21197 -4.14594
H -9.03468 3.56875 -5.08205
H -8.60122 5.14195 -2.67584
H -6.39739 5.75617 -1.83204
H -4.95744 1.96863 -3.45360
H -7.22707 1.60581 -4.20880
H -3.98542 6.24881 -2.87844
H -1.72028 6.71879 -1.87013
H -1.24585 2.86204 -0.58171
H -3.55579 2.17421 -1.35550
H 0.11238 6.19803 -0.73819
H 0.64444 4.56144 -1.31150
H 0.13216 4.68909 0.27975
C -0.47750 2.23421 2.57716
N 0.40074 1.99249 3.73024
C -0.03737 1.98351 4.99398
C 0.79770 1.74249 6.08480
C 2.14993 1.85832 5.83287
C 2.66301 1.92382 4.48853
C 1.74313 1.89628 3.44289
C 3.02405 1.92580 7.00678
C 3.61878 0.77466 7.63301
C 4.35184 0.91728 8.80218
N 4.28379 2.05343 9.53324
C 3.63125 3.17921 9.04363
C 3.04563 3.07664 7.78136
C 5.01652 2.18083 10.81894
H -0.00334 2.88052 1.83854
H -1.40844 2.62628 2.98672
H -0.57458 1.28382 2.05235
H -1.09979 2.08494 5.15948
H 0.33608 1.62805 7.05444
H 3.71400 1.81760 4.26370
H 2.06042 1.91214 2.41068
H 3.67523 -0.17496 7.12170
H 4.98845 0.12986 9.17781
H 3.64575 4.08796 9.62703
H 2.72298 4.02717 7.38290
H 6.00766 1.72927 10.77602
H 4.37218 1.75841 11.58997
H 5.11721 3.23315 11.08463
C 0.29037 0.69160 -5.45583
N -0.35463 -0.10832 -4.47658
C -0.41867 0.43161 -3.22394
C -1.09683 -0.19010 -2.20683
C -1.65426 -1.45167 -2.39664
C -1.40954 -2.08319 -3.57067
C -0.71375 -1.39732 -4.68102
C -2.25967 -2.24943 -1.25068
C -3.45172 -3.03574 -1.37681
C -4.02690 -3.63436 -0.28815
N -3.52900 -3.45625 0.91532
C -2.46761 -2.72835 1.18510
C -1.84962 -2.10850 0.10261
C -4.25698 -4.11011 2.04513
H 0.79973 0.04882 -6.17380
H 0.97196 1.39012 -4.97044
H -0.29048 1.32564 -6.12567
H 0.08493 1.37725 -3.08771
H -1.11273 0.25020 -1.22079
H -1.69054 -3.08294 -3.86723
H -0.49702 -1.71205 -5.69116
H -3.94289 -3.12280 -2.33471
H -4.93739 -4.20558 -0.18260
H -2.26353 -2.51915 2.22479
H -1.03013 -1.41382 0.21329
H -5.23794 -3.63758 2.09549
H -3.69337 -3.84446 2.93950
H -4.29847 -5.19001 1.90297
N 5.11229 0.16008 -6.17052
S 4.41135 1.05403 -7.05844
O 5.08135 2.34519 -7.31794
O 2.93656 0.97417 -7.12469
F 4.74459 0.24769 -8.48358
S 4.85070 0.96021 -4.74353
O 3.62971 0.65385 -3.93344
O 5.33234 2.33188 -4.57434
F 6.03656 0.08057 -3.94332
N 6.65282 1.88226 0.63431
S 5.80186 1.15861 -0.43183
O 4.79952 1.85780 -1.21066
O 5.73509 -0.31278 -0.39170
F 6.99672 1.13979 -1.47810
S 5.42282 1.63155 1.78672
O 5.38757 0.22618 2.24053
O 4.16449 2.33567 1.54625
F 6.03256 2.46004 3.04672
```

Calculated values
HOMO-LUMO gap	0.10943	hartree
relative energy (zero: lowest compared OMol25 entry of this formula, charge and spin)	11.575	eV
LUMO	-12.6	eV
net charge	+5
molecular weight	1166.3	g mol⁻¹

Q: Which formula does entry 2 have?
A: C49H57BrFN7O17PS

Q: What is the HOMO-LUMO gap in the first record?
A: 0.18373 hartree

Q: Which formula does entry 2 have?
A: C49H57BrFN7O17PS

Q: HOMO-LUMO gap of number 1 (C49H57BrF5NNbO19)?
A: 0.18373 hartree